(1)
Computed, not measured: a structure of composition C2H2FGaO, with ωB97M-V with the def2-TZVPD basis set.

For the energy above the lowest of the compared OMol25 structures with the same formula, charge and spin, the calculation gives 57.4 kcal per mole. For the HOMO-LUMO gap (spin up / spin down), the calculation gives 7.76 / 7.33 eV. The total energy comes out at -59219.6079 eV. For the highest occupied orbital energy (spin up / spin down), the calculation gives -23.280 / -23.328 eV. Its total charge is +2.

Last column: natural (NBO) charge in e.
CARTESIAN COORDINATES (ANGSTROEM)
C 0.13396 -0.64541 0.42660  0.516
C 0.40356 0.53718 -0.32798  -0.103
F 0.63142 -1.82001 -0.03496  -0.134
O -1.03655 -0.23105 -0.30250  -0.562
H 1.03552 0.43909 -1.21308  0.348
H 0.23705 1.59650 -0.11994  0.300
Ga -1.40497 0.12371 1.57186  1.635

Cartesian forces, eV/Å:
2.037 -3.988 -3.575
-0.059 1.536 -0.308
-1.379 3.132 2.636
0.720 0.070 -0.853
-0.351 -0.661 -0.369
0.263 -0.196 0.660
-1.230 0.106 1.808

(2)
Computed, not measured: a cluster of 2 separate species, C2H2FI in total, with ωB97M-V with the def2-TZVPD basis set.

For the energy above the lowest of the compared OMol25 structures with the same formula, charge and spin, the calculation gives 94.8 kcal per mole. For the HOMO-LUMO gap (spin up / spin down), the calculation gives 7.32 / 7.31 eV. The total energy comes out at -12919.0375 eV. For the highest occupied orbital energy (spin up / spin down), the calculation gives -9.249 / -9.244 eV. Its total charge is 0.

Last column: natural (NBO) charge in e.
CARTESIAN COORDINATES (ANGSTROEM)
C -0.26470 0.00282 -0.18090  -0.516
C -1.36207 0.28078 -0.76982  0.142
F -0.40608 0.28671 -3.09312  -0.752
I -3.10446 0.48960 -1.75622  0.547
H -0.10165 -0.03752 0.84151  0.266
H 0.64663 0.17282 -0.62590  0.313

Cartesian forces, eV/Å:
-1.353 0.757 0.177
-0.393 -0.198 -3.172
-0.775 0.067 1.810
1.202 -0.156 0.908
-0.527 -0.492 2.220
1.847 0.023 -1.943

(3)
Computed, not measured: a cluster of 2 separate species, C2H2FIS in total, with ωB97M-V with the def2-TZVPD basis set.

For the energy above the lowest of the compared OMol25 structures with the same formula, charge and spin, the calculation gives 60.0 kcal per mole. For the HOMO-LUMO gap, the calculation gives 8.70 eV. The total energy comes out at -23756.2531 eV. For the highest occupied orbital energy, the calculation gives -8.734 eV. Its total charge is 0.

Last column: natural (NBO) charge in e.
CARTESIAN COORDINATES (ANGSTROEM)
C 0.45028 -1.16808 0.13540  0.245
C -0.21101 0.94618 0.23676  -0.645
F 1.39068 -1.24404 1.01020  -0.300
S -0.18416 -2.07938 -0.96899  0.086
I -1.05555 1.40759 -1.63065  0.142
H -1.16733 0.84743 0.86012  0.254
H 0.77710 1.29030 0.35716  0.218

Cartesian forces, eV/Å:
-2.014 4.245 -0.747
-2.181 -4.361 -0.728
0.495 -0.677 0.394
0.366 -0.700 0.203
0.384 -0.036 0.028
2.470 0.557 -0.034
0.479 0.973 0.884

(4)
Computed, not measured: a structure of composition C2H2FLiMgO2, with ωB97M-V with the def2-TZVPD basis set.

For the energy above the lowest of the compared OMol25 structures with the same formula, charge and spin, the calculation gives 65.1 kcal per mole. For the HOMO-LUMO gap, the calculation gives 5.67 eV. The total energy comes out at -14563.8454 eV. For the highest occupied orbital energy, the calculation gives -6.736 eV. Its total charge is 0.

Last column: natural (NBO) charge in e.
CARTESIAN COORDINATES (ANGSTROEM)
F 1.78186 1.05075 -0.14192  -0.417
C 0.72044 0.12130 -0.27592  -0.043
C 1.19744 -1.17662 -0.27579  -0.723
H 0.66540 -1.92598 -0.86852  0.214
H 2.23205 -1.38579 0.03356  0.188
O -1.11683 1.53632 0.48513  -0.840
O -2.36891 0.73056 0.73034  -0.945
Li -2.31296 1.28658 -1.01455  0.948
Mg -0.79849 -0.23712 1.32766  1.618

Cartesian forces, eV/Å:
-0.990 -0.820 0.706
1.618 -1.612 -1.425
0.532 0.829 0.477
-0.284 0.024 0.831
-0.038 -0.070 -0.560
-1.378 0.933 0.663
-0.294 -0.813 0.124
0.842 0.009 1.107
-0.008 1.520 -1.923

(5)
Computed, not measured: a structure of composition C2H2FLiO2, with ωB97M-V with the def2-TZVPD basis set.

For the energy above the lowest of the compared OMol25 structures with the same formula, charge and spin, the calculation gives 35.6 kcal per mole. For the HOMO-LUMO gap (spin up / spin down), the calculation gives 5.98 / 6.09 eV. The total energy comes out at -9121.8271 eV. For the highest occupied orbital energy (spin up / spin down), the calculation gives -6.808 / -7.028 eV. Its total charge is 0.

Last column: natural (NBO) charge in e.
CARTESIAN COORDINATES (ANGSTROEM)
F -0.53673 1.15045 -0.66992  -0.331
O 1.33700 -0.06680 -0.83304  -0.730
C 0.17769 0.09033 -0.28965  0.462
C -0.29688 -0.77472 0.73721  0.157
O 0.36345 -1.80841 1.04381  -0.828
H -1.23644 -0.50544 1.24696  0.149
Li 1.96639 -1.91101 -0.06469  0.920
H 1.63273 -0.77521 -1.85972  0.202

Cartesian forces, eV/Å:
-0.398 0.558 -0.562
2.674 -1.352 -1.557
-1.550 -1.741 2.140
0.408 1.789 -1.936
0.945 -0.887 -0.105
0.287 -0.115 -0.117
-0.887 0.503 0.517
-1.479 1.246 1.618

(6)
Computed, not measured: a cluster of 2 separate species, C2H2FN in total, with ωB97M-V with the def2-TZVPD basis set.

For the energy above the lowest of the compared OMol25 structures with the same formula, charge and spin, the calculation gives 101.9 kcal per mole. For the HOMO-LUMO gap (spin up / spin down), the calculation gives 9.15 / 6.91 eV. The total energy comes out at -6308.5768 eV. For the highest occupied orbital energy (spin up / spin down), the calculation gives -11.128 / -10.106 eV. Its total charge is 0.

Last column: natural (NBO) charge in e.
CARTESIAN COORDINATES (ANGSTROEM)
C 1.80386 -0.17059 0.07550  0.065
C -1.05302 0.06558 0.01900  0.317
N 2.95558 -0.33739 -0.08518  -0.512
F -1.39778 1.31982 -0.02117  -0.269
H -0.93163 -0.39992 -0.96865  0.198
H -1.37701 -0.47751 0.98049  0.202

Cartesian forces, eV/Å:
0.154 -0.127 -0.264
0.305 -0.563 0.821
-1.949 0.291 0.301
0.442 -0.590 0.132
0.096 0.124 0.643
0.953 0.865 -1.634

(7)
Computed, not measured: a structure of composition C2H2FN, with ωB97M-V with the def2-TZVPD basis set.

For the energy above the lowest of the compared OMol25 structures with the same formula, charge and spin, the calculation gives 61.7 kcal per mole. For the HOMO-LUMO gap, the calculation gives 11.10 eV. The total energy comes out at -6310.3192 eV. For the highest occupied orbital energy, the calculation gives -10.490 eV. Its total charge is 0.

Last column: natural (NBO) charge in e.
CARTESIAN COORDINATES (ANGSTROEM)
C 0.61713 0.02467 0.51029  0.072
C -0.54815 0.08401 -0.31284  0.229
N -0.25895 -0.82113 0.78003  -0.331
F -0.37507 -0.51175 -1.56304  -0.371
H 1.87447 0.50882 0.98252  0.232
H -1.30943 0.71538 -0.39697  0.168

Cartesian forces, eV/Å:
3.892 2.609 1.619
4.035 -2.790 -1.247
-0.214 -0.705 0.895
-0.263 0.133 0.059
-4.334 -1.877 -1.639
-3.115 2.629 0.312

(8)
Computed, not measured: a cluster of 2 separate species, C2H2FN3O in total, with ωB97M-V with the def2-TZVPD basis set.

For the energy above the lowest of the compared OMol25 structures with the same formula, charge and spin, the calculation gives 89.9 kcal per mole. As for the SMILES: [O-][N+]#CF.N#CN. For the HOMO-LUMO gap, the calculation gives 9.59 eV. The total energy comes out at -11336.6413 eV. For the highest occupied orbital energy, the calculation gives -9.504 eV. Its total charge is 0.

Last column: natural (NBO) charge in e.
CARTESIAN COORDINATES (ANGSTROEM)
C 0.74427 0.14625 -0.87593  0.423
C 2.79677 -2.69500 -2.22023  0.498
N 1.54349 -0.08737 -1.66412  -0.407
N 3.80683 -2.43813 -1.68636  0.130
N -0.13258 0.46724 0.05149  -0.846
O 4.63594 -2.44173 -0.83873  -0.380
F 2.10401 -2.55426 -3.29517  -0.248
H 0.01377 0.07393 0.96771  0.415
H -1.09010 0.57742 -0.24282  0.414

Cartesian forces, eV/Å:
0.280 -0.053 -0.183
-0.409 0.047 -0.587
0.485 -0.190 -0.577
-1.078 -0.569 -0.150
-0.721 0.287 0.715
1.508 0.411 0.874
-0.013 0.099 -0.144
-0.092 0.015 -0.040
0.040 -0.047 0.092

(9)
Computed, not measured: a cluster of 2 separate species, C2H2FN3S in total, with ωB97M-V with the def2-TZVPD basis set.

For the energy above the lowest of the compared OMol25 structures with the same formula, charge and spin, the calculation gives 85.9 kcal per mole. For the HOMO-LUMO gap (spin up / spin down), the calculation gives 6.12 / 6.17 eV. The total energy comes out at -20124.4511 eV. For the highest occupied orbital energy (spin up / spin down), the calculation gives -9.807 / -9.821 eV. Its total charge is 0.

Last column: natural (NBO) charge in e.
CARTESIAN COORDINATES (ANGSTROEM)
C 0.71231 0.88895 0.21829  0.117
C -0.55715 -0.72818 -0.25565  0.120
N -0.01124 -0.07561 0.73711  -0.454
N 0.75968 0.85333 -1.08826  -0.297
N -0.09428 -0.11221 -1.41954  -0.201
F -1.72666 -1.42218 -3.67976  -0.450
S -0.46829 -0.43869 -3.94770  0.756
H 1.22153 1.56717 0.77304  0.191
H -1.22725 -1.58839 -0.34998  0.218

Cartesian forces, eV/Å:
-0.154 -1.236 -2.063
0.179 0.120 -2.312
-1.935 -1.747 1.777
-0.740 0.339 -1.765
0.418 -0.077 -0.947
0.882 0.686 -0.435
-0.540 -0.466 3.695
1.514 1.844 1.468
0.376 0.537 0.583

(10)
Computed, not measured: a cluster of 2 separate species, C2H2FNO2 in total, with ωB97M-V with the def2-TZVPD basis set.

For the energy above the lowest of the compared OMol25 structures with the same formula, charge and spin, the calculation gives 170.1 kcal per mole. For the HOMO-LUMO gap (spin up / spin down), the calculation gives 9.93 / 8.12 eV. The total energy comes out at -10401.8054 eV. For the highest occupied orbital energy (spin up / spin down), the calculation gives -10.248 / -9.470 eV. Its total charge is 0.

Last column: natural (NBO) charge in e.
CARTESIAN COORDINATES (ANGSTROEM)
C -0.12404 0.44060 -0.39252  -0.628
C 0.74457 1.33230 0.01292  0.487
N 2.98287 -0.12991 -0.01310  0.526
O 3.91054 0.24542 -0.61611  -0.272
O 2.69266 -1.17443 0.45565  -0.292
F 0.84202 2.53340 0.50681  -0.290
H -1.14093 0.47594 -0.51440  0.222
H 0.19590 -0.60401 -0.75155  0.246

Cartesian forces, eV/Å:
2.420 -1.690 -0.497
0.923 -1.156 -0.087
-1.355 0.317 0.393
1.175 0.589 -0.702
-0.183 -0.628 0.309
-0.659 -0.255 -0.271
-2.553 0.968 0.089
0.232 1.856 0.766